# 1
Entry from OMol25: a molecular structure, C25H28KN8S9Sb (ωB97M-V/def2-TZVPD).

HOMO energy (alpha / beta) (eV): -2.55 / -5.09
Energy above the lowest of the compared OMol25 structures with the same formula, charge and spin (eV): 0.000
Frontier orbital gap (alpha / beta) (eV): 3.9 / 6.4
Net charge: -1
⟨S²⟩: 0.775
Spin multiplicity: 2

```
72
Properties=species:S:1:pos:R:3:forces:R:3
Sb 0.159527 3.770450 -1.723625 0.0851 -0.0030 0.0023
K -0.695552 -0.230367 -0.214479 -0.0020 -0.1036 -0.0200
S -4.614053 2.010626 3.196904 0.0192 -0.0074 0.0208
S -3.670100 -0.018717 1.223100 0.0220 0.0105 -0.0273
S 4.996781 -5.688345 -1.792500 0.0026 -0.0027 0.0026
S -2.166758 2.140034 4.654222 0.0056 0.0124 -0.0102
S -4.363868 4.018240 5.383584 0.0030 0.0277 -0.0134
S 2.246700 4.166770 -0.920419 -0.0755 0.0168 -0.0254
S -1.312497 5.459786 -1.638249 0.0150 -0.0701 0.0102
S -0.129762 1.976443 -3.062863 -0.0310 0.0318 0.0415
S -0.676263 0.173050 3.026256 -0.0049 -0.0379 0.0140
N 4.065642 -5.543690 -0.416689 -0.0031 0.0040 0.0046
N -1.824505 4.147612 1.769517 -0.0152 0.0575 0.0345
N 4.098387 -4.741935 -2.830129 0.0114 0.0002 -0.0081
N -0.681991 2.530362 0.304444 -0.0823 0.2452 0.0425
N 0.107126 -2.863648 0.528826 -0.0455 -0.0275 -0.0211
N 4.513109 0.828780 -0.349019 -0.0020 0.0008 0.0022
N 0.044560 -2.124051 -2.127908 0.0244 0.0085 -0.0124
N 2.327485 -0.376901 -0.167570 0.0113 0.0303 -0.0188
C -3.127335 4.702996 1.390857 0.0042 -0.0236 0.0080
C 3.703528 1.444849 0.759336 -0.0038 -0.0021 -0.0010
C 3.401426 -1.264321 0.262376 -0.0207 -0.0198 0.0209
C 1.011782 -2.132203 -4.322695 0.0012 0.0010 0.0082
C 1.010870 -3.405222 -0.322385 -0.0084 0.0089 0.0048
C 1.994552 -4.680303 1.483654 -0.0051 0.0024 -0.0058
C 0.053616 -1.719559 -3.378411 0.0094 -0.0074 -0.0046
C 2.302320 0.814843 0.681056 0.0201 0.0064 -0.0090
C 1.992875 -2.995509 -3.918884 0.0000 0.0025 -0.0026
C 3.054351 -4.312649 -2.105396 -0.0136 -0.0008 0.0120
C -3.319682 0.983482 2.615470 0.0815 -0.0037 0.0054
C 2.559687 0.001928 -1.564110 0.0201 0.0198 -0.0010
C 1.060957 -4.137342 2.323101 -0.0019 0.0021 -0.0083
C -3.755214 2.784806 4.463347 0.0100 -0.0139 -0.0351
C 3.036633 -4.758654 -0.763639 0.0058 -0.0023 -0.0097
C -3.608671 -1.673752 1.954911 -0.0397 0.0127 0.0378
C 3.771157 0.945880 -1.657915 0.0048 -0.0080 0.0014
C 2.017901 -3.446550 -2.584620 0.0103 -0.0079 -0.0005
C -1.034652 4.890269 2.751330 0.0130 0.0122 -0.0324
C -1.227667 3.297272 0.995278 -0.0083 -0.0914 -0.0437
C -2.134046 1.030936 3.288259 -0.0259 -0.0621 -0.0131
C 2.002929 -4.311421 0.125977 0.0045 -0.0035 0.0134
C 4.772875 -0.615244 -0.036443 0.0039 -0.0024 -0.0033
C 0.139477 -3.214712 1.794523 0.0039 -0.0216 0.0177
C 1.002456 -2.985809 -1.709048 -0.0089 0.0089 0.0079
H 3.334484 -2.211856 -0.268248 -0.0009 0.0106 -0.0022
H 2.722452 -0.909076 -2.140343 -0.0139 -0.0018 0.0010
H -0.576131 -2.728776 2.449340 -0.0034 0.0048 -0.0059
H 1.028309 -4.386048 3.375610 0.0028 -0.0035 0.0002
H -2.986582 5.666261 0.900730 -0.0118 0.0029 -0.0078
H -3.620478 4.023249 0.701953 -0.0049 -0.0016 -0.0119
H 5.253593 -1.053100 -0.910718 0.0008 -0.0006 -0.0005
H 4.226428 1.220683 1.689199 -0.0010 0.0001 0.0008
H -1.631497 5.007738 3.655441 -0.0049 0.0065 0.0079
H 3.284068 -1.468760 1.327353 0.0008 -0.0004 0.0009
H 3.468701 1.990191 -1.756269 0.0057 -0.0007 -0.0035
H 0.963843 -1.758907 -5.336916 -0.0003 -0.0014 -0.0005
H 2.747544 -5.376953 1.830051 -0.0003 0.0003 0.0032
H -0.763919 5.866976 2.345461 0.0040 0.0050 0.0087
H 4.467136 0.671899 -2.450106 0.0017 -0.0049 0.0023
H 5.458907 -0.657218 0.808492 0.0001 0.0015 0.0005
H -3.728435 4.810916 2.293409 0.0061 -0.0019 0.0084
H -0.134031 4.328593 2.985354 -0.0030 -0.0077 0.0150
H -4.464267 -1.838150 2.606526 -0.0018 0.0045 -0.0007
H -0.721899 -1.016488 -3.666165 -0.0014 -0.0029 -0.0020
H 1.939861 0.556214 1.676436 -0.0020 -0.0063 0.0015
H 5.394224 1.327005 -0.428813 -0.0012 0.0016 0.0007
H -2.677586 -1.779554 2.508329 0.0051 -0.0048 -0.0032
H 1.612284 1.543165 0.253606 0.0145 0.0097 -0.0063
H -3.627969 -2.387111 1.131626 0.0022 -0.0044 0.0037
H 2.765007 -3.345836 -4.592357 -0.0008 -0.0009 0.0002
H 1.687451 0.512969 -1.972820 0.0080 -0.0003 0.0031
H 3.662556 2.519387 0.587705 0.0055 -0.0029 0.0007
```
Positions in Å, forces in eV/Å.

---

# 2
Entry from OMol25: C25H28N2O4 in the gas phase at a distorted geometry (ωB97M-V/def2-TZVPD).

HOMO energy (eV): -8.33
Energy above the lowest of the compared OMol25 structures with the same formula, charge and spin (eV): 1.173
Frontier orbital gap (eV): 8.2
SMILES string: COc1cccc([C@@H]2c3c(oc4cc(C)c(C)cc4c3=O)C(=O)N2CCCN(C)C)c1

```
59
Properties=species:S:1:pos:R:3:forces:R:3
O 4.639937 1.275460 -2.629546 0.1331 -0.2670 0.0461
O 1.284307 2.196727 0.274679 -0.1025 -0.0742 0.0289
O -0.680800 -0.674611 2.519132 -0.1841 -0.4846 -0.0686
O -1.400012 -3.009836 0.780809 -0.0842 -0.1005 0.1681
N -3.895937 -1.191346 -3.297243 -0.0529 0.0523 -0.0276
N -0.355645 -1.749103 -0.827172 0.1269 0.1688 -0.0254
C 2.509326 -1.860230 -0.964443 -0.1658 0.0439 -0.0139
C 0.372248 -0.506195 -0.942816 0.1625 0.2648 0.0988
C -0.532207 0.665718 4.444575 -0.0221 -0.1373 -0.1677
C -2.038688 -2.660376 -2.379989 0.0500 0.3266 -0.0609
C -4.860531 -1.420745 -2.243417 0.0298 0.0455 -0.1064
C 3.881692 0.277858 -2.107376 -0.0779 -0.2269 0.0693
C 1.839684 -0.690048 -1.280863 0.0830 -0.1609 -0.0930
C 0.961093 4.080933 5.094848 -0.0193 -0.0404 0.0113
C -0.572618 -2.639523 -1.943121 -0.3551 -0.3584 -0.0461
C 0.416337 1.487297 2.376232 -0.1223 -0.1920 0.2044
C -0.147035 1.815283 5.105508 -0.0273 -0.1923 -0.2533
C 4.040051 2.536217 -2.826138 -0.0923 0.1963 -0.0327
C 3.861576 -1.969307 -1.250846 0.0486 0.0582 0.0154
C -0.405612 -0.823010 1.228196 0.5341 0.9692 -0.5801
C 0.533746 2.826133 4.400084 0.0580 -0.0139 -0.2442
C -4.195631 -1.972874 -4.476509 -0.0109 0.0945 0.0886
C 2.518489 0.374737 -1.856468 0.1608 0.1492 -0.1648
C 4.546819 -0.914996 -1.815088 0.0390 0.1947 -0.0621
C -0.259202 0.488555 3.089889 0.3569 0.8136 0.1350
C 0.719153 1.343358 0.940516 -0.0404 -0.0044 0.0597
C 0.799803 2.643874 3.060464 -0.0932 -0.1137 0.1265
C -0.454270 1.982115 6.559396 -0.0030 -0.0203 -0.0227
C -0.803724 -2.018077 0.424843 -0.1169 -0.1700 0.0612
C 0.239706 0.070058 0.438107 -0.4462 -0.5625 0.2771
C -2.517766 -1.281126 -2.861385 0.0815 -0.2084 0.0547
H 0.463311 2.121615 7.129370 0.0320 0.0255 0.1040
H -0.283393 -3.651368 -1.639972 0.0881 0.1019 -0.0899
H 4.385042 -2.884213 -1.017499 0.0660 -0.0765 0.0105
H -2.397990 -0.559163 -2.047835 0.0972 0.0310 -0.0352
H -1.077173 2.861463 6.718263 -0.0389 0.0611 0.0841
H 1.985344 -2.679909 -0.497426 -0.0741 -0.1090 0.0257
H -4.593806 -0.821343 -1.374701 -0.0371 0.0179 0.0937
H 1.638262 3.852433 5.916948 0.0592 0.0720 0.0912
H 3.584461 2.909538 -1.904526 -0.0001 -0.0131 -0.0294
H 0.074689 -2.315236 -2.760722 0.0376 -0.0423 0.0616
H 3.284337 2.500040 -3.617539 0.0113 0.0017 0.0436
H -0.975921 1.111593 6.946649 -0.0314 -0.0270 0.0694
H 4.846684 3.201169 -3.130784 -0.0920 -0.0120 0.0098
H -1.891234 -0.956841 -3.699483 0.0669 0.0557 0.0553
H -1.055123 -0.122807 4.963481 -0.0681 -0.0916 0.0879
H 1.468216 4.746886 4.402563 0.0345 0.0704 -0.0015
H -3.447364 -1.771079 -5.241274 0.0173 -0.0310 -0.0970
H -4.932124 -2.474186 -1.936086 -0.0158 -0.0255 0.0445
H -0.090023 0.148094 -1.692890 0.0007 -0.0357 0.0870
H -2.145150 -3.391095 -3.182950 -0.0248 -0.0834 0.0062
H 1.319008 3.400410 2.490558 0.0506 0.0784 -0.0485
H -5.841601 -1.102164 -2.596499 -0.0732 -0.0260 0.0721
H -5.170213 -1.665929 -4.856492 -0.0287 -0.0643 -0.0826
H -4.228523 -3.056599 -4.288982 0.0051 -0.0414 -0.0284
H 1.976489 1.281619 -2.067315 -0.0296 0.1211 -0.0188
H 5.601705 -0.981219 -2.028530 0.1317 -0.0093 -0.0332
H -2.641674 -2.986289 -1.532044 -0.0174 -0.1058 -0.0285
H 0.099474 4.601661 5.510860 -0.0147 0.1075 0.0714
```
Positions in Å, forces in eV/Å.

---

# 3
Entry from OMol25: C25H28N2O4 in the gas phase (ωB97M-V/def2-TZVPD).

HOMO energy (eV): -8.18
Energy above the lowest of the compared OMol25 structures with the same formula, charge and spin (eV): 0.294
Frontier orbital gap (eV): 8.8
SMILES string: CCOC(=O)C1(Cc2ccc(OC)cc2)CCN(C(=O)c2cc3ccccc3[nH]2)CC1

```
59
Properties=species:S:1:pos:R:3:forces:R:3
O 0.084213 -2.257499 4.304528 -0.1801 0.1618 -0.2257
O 3.753402 -1.453109 -1.718277 0.1394 -0.1342 -0.0156
O -2.214396 -0.455956 -3.062705 -0.1576 -0.0974 0.1528
O 3.304047 -0.213016 0.092050 -0.0828 0.2559 0.1093
N -0.490630 0.970119 -2.750443 -0.2074 -0.0548 -0.1012
N -3.496486 0.499115 -0.830236 0.1547 -0.3486 -0.1377
C -5.898869 2.056284 1.483843 -0.0193 -0.2082 -0.0124
C 0.325799 0.236613 -3.703582 -0.0160 -0.2729 -0.3279
C 1.640595 -0.294872 -1.603647 0.2011 -0.0638 -0.1103
C 1.177903 1.016651 -0.949899 -0.0809 0.1479 -0.1440
C 5.688325 0.282035 0.206205 -0.3932 -0.1463 -0.0105
C -2.779416 2.580757 -1.217554 0.2097 -0.3014 -0.2004
C 0.979105 -3.033841 5.061658 0.1401 -0.1213 0.1099
C 0.301013 -2.134568 2.964522 -0.0624 0.0787 -0.1184
C -1.747049 0.529933 -2.501512 0.1206 -0.0447 -0.3499
C 1.705271 -0.096136 -3.124974 0.0020 -0.0323 0.1521
C 3.021950 -0.713791 -1.110448 -0.2097 0.1426 -0.2295
C -3.839833 2.641122 -0.275960 -0.2424 -0.3777 0.1348
C 0.276222 1.836582 -1.891107 0.2251 0.1887 0.4550
C -4.267934 1.307159 -0.057151 -0.0185 0.5947 0.1314
C 1.474660 -2.514000 0.903973 -0.2003 0.0866 -0.1097
C 1.355928 -2.713645 2.268748 0.0303 -0.0740 0.3763
C -2.588818 1.257119 -1.529525 -0.1993 0.3807 0.1782
C -5.297458 1.005925 0.827524 -0.1225 -0.0710 0.0893
C -5.489800 3.378711 1.274897 0.0023 0.2671 0.0292
C -0.499456 -1.179737 0.905863 0.0792 -0.1581 0.0921
C 0.563132 -1.740277 0.201938 -0.0426 -0.2029 -0.0702
C 4.544274 -0.599477 0.685499 0.4828 -0.1911 0.0692
C 0.719085 -1.503653 -1.271784 0.0805 0.0755 0.0715
C -0.631764 -1.369074 2.264512 0.0490 -0.0567 0.2227
C -4.469922 3.685118 0.405405 -0.0561 -0.0525 0.0316
H -1.454105 -0.934360 2.810702 -0.1078 0.0527 0.0700
H -5.991495 4.169810 1.812629 -0.0259 0.0691 0.0339
H -6.704915 1.860583 2.175428 -0.0571 -0.0392 0.0469
H 0.994041 -4.075435 4.724323 0.0145 0.0422 0.0042
H 0.441092 0.841487 -4.610772 -0.0136 -0.0987 0.0244
H 2.087738 -3.324475 2.773950 0.0417 -0.0571 0.0802
H 5.827671 0.156469 -0.864761 0.0571 0.0005 -0.0612
H -0.384660 2.463731 -1.299309 0.1395 0.0036 -0.1241
H 1.161629 -2.385529 -1.741412 -0.0578 0.0142 -0.0738
H 2.293146 -2.982669 0.376004 0.1106 -0.0569 -0.0739
H -1.242251 -0.595211 0.381626 -0.0887 0.0968 -0.0640
H 5.472960 1.326993 0.416312 0.0280 0.0981 0.0362
H -4.157143 4.706781 0.248740 0.0081 0.1054 0.0040
H -2.269380 3.426162 -1.636166 0.1700 0.0838 -0.1002
H 2.044994 1.623533 -0.687922 -0.0465 0.0109 0.0516
H -3.604531 -0.492385 -0.972945 -0.0101 0.0720 -0.0635
H 1.995041 -2.626392 5.027550 -0.0333 -0.0261 -0.0112
H 6.605152 -0.000666 0.715297 0.1236 -0.0089 0.0547
H 0.648768 0.793012 -0.024106 0.0542 0.1149 0.0222
H 4.745657 -1.646134 0.435778 -0.0613 0.1278 0.1184
H 4.386031 -0.495415 1.760763 -0.0113 -0.0491 -0.1201
H -0.261905 -1.343567 -1.713631 -0.0199 -0.0478 -0.0964
H -5.613055 -0.014313 0.987065 -0.0541 -0.0913 0.0426
H -0.222923 -0.669188 -3.969768 0.1183 0.1670 0.0139
H 2.097433 -0.996464 -3.597369 0.0238 0.0620 -0.0257
H 0.883592 2.482305 -2.533087 -0.0605 0.0308 0.0618
H 0.610848 -2.993593 6.085626 0.0692 -0.0346 -0.0570
H 2.407477 0.714339 -3.332908 0.0635 -0.0124 -0.0359
```
Positions in Å, forces in eV/Å.